# C37H32BCl2F2O4

3 unconnected molecules or ions with the total composition C37H32BCl2F2O4 (wB97M-V/def2-TZVPD, the Open Molecules 2025 dataset).

Kohn-Sham gap ... 5.832 eV
LUMO level ... 0.7 eV
Total charge ... -1
E ... -2875.17721 hartree
HOMO energy ... -5.11 eV

CARTESIAN COORDINATES (ANGSTROEM)
C  -4.495  1.930  1.584
C  -3.841  2.408  0.291
C  -2.333  2.140  0.228
F  -1.816  2.089  1.549
B  -1.492  3.171  -0.772
C  -0.455  4.152  0.012
Cl  1.246  4.140  -0.465
C  -0.824  5.014  0.975
C  -2.235  5.202  1.423
Cl  0.315  6.065  1.830
C  -0.779  2.230  -1.906
F  -0.177  3.010  -2.941
C  0.268  1.229  -1.412
C  -0.187  -0.230  -1.407
H  -4.352  2.625  2.406
H  -5.570  1.823  1.432
H  -4.131  0.946  1.862
H  -4.072  3.443  0.070
H  -4.280  1.819  -0.514
H  -2.245  1.126  -0.163
H  -2.315  3.867  -1.356
H  -2.899  5.269  0.568
H  -2.548  4.422  2.108
H  -2.309  6.144  1.962
H  -1.577  1.681  -2.414
H  1.130  1.320  -2.072
H  0.611  1.501  -0.417
H  0.686  -0.871  -1.283
H  -0.806  -0.420  -0.535
H  -0.706  -0.513  -2.317
C  -1.190  0.610  4.549
C  -0.125  0.085  5.273
C  -0.137  -1.243  5.666
C  -1.219  -2.051  5.345
C  -2.298  -1.518  4.631
C  -2.273  -0.189  4.228
C  -3.486  -2.353  4.306
O  -4.425  -1.903  3.684
C  -3.498  -3.770  4.777
C  -4.615  -4.556  4.527
C  -4.641  -5.875  4.945
C  -3.545  -6.418  5.610
C  -2.431  -5.638  5.864
C  -2.405  -4.311  5.455
C  -1.205  -3.478  5.762
O  -0.252  -3.959  6.341
H  -1.174  1.643  4.228
H  0.717  0.715  5.527
H  0.692  -1.658  6.223
H  -3.101  0.217  3.663
H  -5.461  -4.128  4.006
H  -5.514  -6.485  4.753
H  -3.564  -7.452  5.930
H  -1.577  -6.052  6.382
C  3.143  2.722  -3.265
C  4.472  2.780  -2.863
C  5.380  1.836  -3.312
C  4.961  0.820  -4.160
C  3.618  0.750  -4.551
C  2.715  1.708  -4.106
C  3.136  -0.351  -5.429
O  1.980  -0.419  -5.786
C  4.123  -1.386  -5.863
C  3.687  -2.451  -6.641
C  4.587  -3.413  -7.064
C  5.931  -3.312  -6.717
C  6.369  -2.255  -5.939
C  5.467  -1.293  -5.503
C  5.954  -0.175  -4.642
O  7.130  -0.091  -4.349
H  2.434  3.460  -2.912
H  4.798  3.566  -2.194
H  6.416  1.880  -3.004
H  1.679  1.656  -4.412
H  2.642  -2.520  -6.910
H  4.245  -4.244  -7.666
H  6.635  -4.063  -7.052
H  7.411  -2.171  -5.661